This record from the Open Molecules 2025 dataset describes the molecule CH4N2O in a non-equilibrium geometry. The level of theory is ωB97M-V with the def2-TZVPD basis set.

Output
SMILES: [H]/N=C\NO
Total charge: 0
Gap between HOMO and LUMO: 10.441 eV
HOMO level: -9.66 eV
LUMO: 0.786 eV
DFT total energy: -225.169577 Eh
Relative energy (zero: lowest compared OMol25 entry of this formula, charge and spin): 321.4 kJ/mol

Positions of all 8 atoms, in Å:
H 1.56566 -0.08855 0.08022
N 1.13379 -0.71835 0.81931
C -0.10321 -0.70194 0.61839
N -0.76286 0.23699 -0.18686
O 0.15335 0.86700 -1.06631
H -0.88769 -1.33162 1.12239
H -1.61192 -0.02417 -0.73956
H 0.51287 1.76063 -0.64757

natural (NBO) atomic charge list, values in e, 5 entries: H 0.346; N -0.673; C 0.242; N -0.350; O -0.587